i:
Density functional theory data (wB97M-V/def2-TZVPD) for a gas-phase ion, C5H8ClN2 (charge +1).

Computed properties:
net charge = +1
LUMO energy (alpha / beta) = -4.594 / -4.595 eV

```
16
Properties=species:S:1:pos:R:3:mulliken_charge:R:1
C -0.602 2.279 0.042 -0.9934
N -0.197 0.946 0.198 -0.0092
C 1.143 0.568 0.072 0.0006
C 1.561 -0.707 -0.165 -0.6574
C 0.640 -1.973 0.125 -0.3964
N -0.803 -1.498 0.016 -0.1411
C -1.248 -0.277 -0.063 0.4313
Cl -2.900 0.049 -0.468 -0.0571
H -1.612 2.193 0.303 0.3375
H -0.016 2.824 0.709 0.3884
H -0.465 2.541 -0.965 0.3915
H 1.799 1.421 0.101 0.4294
H 2.575 -0.910 -0.536 0.3474
H 0.798 -2.913 -0.436 0.3706
H 0.758 -2.249 1.188 0.2897
H -1.429 -2.293 -0.121 0.2682
```


ii:
Density functional theory data (wB97M-V/def2-TZVPD) for 2 unconnected molecules or ions with the total composition C5H8ClN2.

Computed properties:
net charge = +1
LUMO energy = -5.338 eV

```
16
Properties=species:S:1:pos:R:3:mulliken_charge:R:1
C -0.189 -1.407 -0.872 -0.1098
C 0.755 -4.075 -0.471 -0.4325
C -0.301 -3.621 -1.058 0.5784
C -1.396 1.600 -0.044 -0.8538
C 1.019 1.421 0.507 -0.8262
N -0.220 -0.400 -0.293 0.2163
N -0.241 0.772 0.216 -0.1013
Cl -1.658 -3.919 -1.857 0.0143
H 0.942 -5.142 -0.441 0.2913
H 1.504 -3.469 0.008 0.2709
H -2.296 0.987 -0.055 0.3172
H -1.478 2.337 0.753 0.3409
H -1.307 2.123 -1.002 0.3420
H 1.850 0.760 0.265 0.3871
H 1.119 2.341 -0.075 0.2987
H 1.063 1.671 1.570 0.2667
```


Tell me which of them is the most stable. Sure, it is i.


i:
Density functional theory data (wB97M-V/def2-TZVPD) for a single C3H8N2O2S molecule.

Computed properties:
net charge = 0
LUMO energy = 0.774 eV

```
16
Properties=species:S:1:pos:R:3:mulliken_charge:R:1
C 0.223 -1.366 -0.563 -0.5082
C 0.887 -0.363 0.406 -0.6266
C -0.717 1.489 0.740 -0.2144
N -0.617 -0.711 -1.524 -0.4669
N -0.009 0.375 1.279 -0.3649
O -2.387 0.556 -2.482 -0.4649
O -1.874 1.151 -0.018 -0.4043
S -1.993 -0.179 -1.091 0.5598
H 1.015 -1.889 -1.108 0.3202
H -0.329 -2.115 0.026 0.3466
H 1.582 -0.913 1.049 0.3104
H 1.461 0.367 -0.169 0.3452
H -0.028 2.076 0.115 0.2765
H -1.092 2.112 1.558 0.2614
H -0.640 -0.252 1.766 0.2383
H -1.625 0.555 -3.076 0.3921
```


ii:
Density functional theory data (wB97M-V/def2-TZVPD) for a single C3H8N2O2S molecule.

Computed properties:
net charge = 0
LUMO energy = -0.656 eV

```
16
Properties=species:S:1:pos:R:3:mulliken_charge:R:1
C -1.609 -0.614 0.368 -0.3305
C 0.420 -1.708 0.197 -0.6969
C -0.134 1.969 -0.817 -0.6893
N -0.611 -1.144 0.953 -0.1596
N 0.353 0.643 -0.957 -0.3877
O 1.615 0.318 1.353 -0.6748
O 2.517 -0.685 -0.662 -0.6512
S 1.386 -0.083 -0.010 1.0393
H -1.989 -0.868 -0.559 0.3290
H -2.138 0.026 1.060 0.3387
H 1.034 -2.352 0.770 0.3664
H 0.093 -1.867 -0.821 0.3871
H -0.861 2.192 -1.628 0.2717
H -0.683 2.112 0.152 0.2637
H 0.629 2.852 -1.157 0.2231
H -0.023 -0.793 1.757 0.3708
```


Tell me which of them is the most stable. Sure, it is i.


i:
Density functional theory data (wB97M-V/def2-TZVPD) for 2 unconnected molecules or ions with the total composition C5H10O4.

Computed properties:
net charge = 0
LUMO energy = 0.523 eV

```
19
Properties=species:S:1:pos:R:3:mulliken_charge:R:1
C 0.326 -2.658 1.358 -0.6504
C 0.022 -1.902 0.308 -0.4153
C -1.314 -1.115 0.183 0.9348
O -1.819 -0.958 -0.900 -0.6572
O -1.993 -0.901 1.315 -0.4522
H 1.100 -3.408 1.309 0.2881
H -0.220 -2.622 2.290 0.1509
H 0.481 -2.085 -0.654 0.4055
H -1.403 -0.893 2.080 0.3144
C 1.083 2.627 -0.728 -1.2834
C 0.029 1.530 -0.713 0.3507
O 0.193 0.764 -1.871 -0.5398
O 0.139 0.758 0.469 -0.4799
H 0.892 3.291 -1.568 0.3578
H 1.049 3.199 0.196 0.3275
H 2.069 2.184 -0.853 0.3287
H -0.985 1.951 -0.664 0.2945
H -0.563 0.158 -1.949 0.3640
H 0.915 0.081 0.393 0.3612
```


ii:
Density functional theory data (wB97M-V/def2-TZVPD) for 2 unconnected molecules or ions with the total composition C5H10O4.

Computed properties:
net charge = 0
LUMO energy = 0.655 eV

```
19
Properties=species:S:1:pos:R:3:mulliken_charge:R:1
C -2.167 -0.449 0.561 -0.7105
O -1.159 0.501 0.878 -0.3074
C -0.428 1.081 -0.089 1.0168
C -0.902 0.960 -1.516 -1.2437
O 0.433 1.894 0.250 -0.6456
H -2.968 0.004 -0.028 0.3081
H -1.752 -1.304 0.014 0.3016
H -2.563 -0.790 1.516 0.2654
H -1.897 1.399 -1.612 0.3879
H -0.215 1.510 -2.157 0.3369
H -0.939 -0.082 -1.831 0.3443
C 1.360 -1.386 1.014 -0.7069
O 1.335 -0.582 -0.164 -0.2965
C 2.288 0.505 -0.182 0.2245
O 3.133 0.658 0.641 -0.4699
H 2.389 -1.481 1.376 0.3558
H 0.765 -0.912 1.799 0.2889
H 0.948 -2.363 0.757 0.2173
H 2.340 0.838 -1.227 0.3332
```


Tell me which of them is the most stable. Sure, it is i.


i:
Density functional theory data (wB97M-V/def2-TZVPD) for 2 unconnected molecules or ions with the total composition C5H12FN2.

Computed properties:
net charge = +1
LUMO energy = -4.907 eV

```
20
Properties=species:S:1:pos:R:3:mulliken_charge:R:1
C 0.154 -1.995 -0.325 0.5576
C 1.689 -0.085 -1.106 -0.9616
C -0.831 0.865 1.231 -0.5743
C 1.098 -1.072 -0.125 -0.4012
C -1.658 1.377 0.168 0.2354
N -0.275 -3.161 0.248 -0.5532
N -1.254 2.281 -0.722 -0.2795
F -0.680 -1.785 -1.421 -0.3080
H 2.322 -0.715 -1.630 0.4075
H 0.819 0.166 -1.663 0.2212
H 2.075 0.757 -0.479 0.2251
H -0.237 0.046 0.759 0.0045
H 0.094 1.623 1.299 0.2627
H -1.207 0.544 2.224 0.3661
H 1.642 -1.438 0.774 0.3267
H -2.633 1.046 0.020 0.4295
H -1.282 -3.100 0.322 0.2663
H -1.756 2.394 -1.593 0.2833
H 0.148 -3.345 1.108 0.2344
H -0.325 2.651 -0.793 0.2576
```


ii:
Density functional theory data (wB97M-V/def2-TZVPD) for 2 unconnected molecules or ions with the total composition C5H12FN2.

Computed properties:
net charge = +1
LUMO energy = -2.997 eV

```
20
Properties=species:S:1:pos:R:3:mulliken_charge:R:1
C -0.183 0.205 0.905 -0.8870
C 3.349 0.014 0.413 -1.0861
C 2.002 -0.751 0.221 -0.6597
C -3.177 -0.868 -1.646 -0.2271
C 0.766 0.065 -0.006 0.7586
N -1.158 1.254 0.594 -0.1721
N -3.136 -0.036 -0.713 -0.4935
F 0.813 0.980 -1.009 -0.2794
H -0.192 -0.490 1.640 0.3791
H 4.136 -0.406 0.006 0.3973
H 3.432 0.188 1.538 0.2667
H 3.151 0.933 -0.083 0.3075
H 2.252 -1.383 -0.536 0.4356
H 1.977 -1.309 1.061 0.3826
H -2.250 -0.825 -2.237 0.1970
H -3.967 -1.418 -2.091 0.2935
H -1.696 1.265 1.423 0.3562
H -0.689 2.085 0.288 0.3762
H -4.007 0.153 -0.177 0.1903
H -1.929 0.844 -0.120 0.4643
```


Tell me which of them is the most stable. Sure, it is i.


i:
Density functional theory data (wB97M-V/def2-TZVPD) for a single C2H2BrI molecule.

Computed properties:
net charge = 0
LUMO energy (alpha / beta) = -1.677 / -1.676 eV

```
6
Properties=species:S:1:pos:R:3:mulliken_charge:R:1
C 0.622 -1.404 0.847 -0.7515
C -1.356 1.255 -0.808 -0.1382
Br -1.455 3.069 -1.035 -0.0087
I 0.345 0.775 0.216 0.4776
H 0.153 -2.087 0.146 0.2417
H 1.691 -1.608 0.635 0.1791
```


ii:
Density functional theory data (wB97M-V/def2-TZVPD) for a molecular structure, C2H2BrI.

Computed properties:
net charge = 0
LUMO energy (alpha / beta) = -1.578 / -1.430 eV

```
6
Properties=species:S:1:pos:R:3:mulliken_charge:R:1
C -0.188 0.208 -0.412 -0.4367
C -2.438 -0.454 0.251 -0.1888
Br -3.169 -2.110 0.015 0.0195
I -3.787 1.079 -0.079 0.1564
H -0.233 0.902 0.442 0.2346
H 0.674 -0.520 -0.237 0.2150
```


Tell me which of them is the most stable. Sure, it is ii.


i:
Density functional theory data (wB97M-V/def2-TZVPD) for a molecular structure, CH3O4P.

Computed properties:
net charge = 0
LUMO energy = -0.365 eV

```
9
Properties=species:S:1:pos:R:3:mulliken_charge:R:1
C 0.993 0.285 -0.023 -0.0743
O -3.321 1.240 0.053 -0.0254
O -3.761 0.369 1.092 -0.1855
O -3.718 0.448 -1.061 -0.1866
O 0.173 -0.576 0.075 -0.3695
P -3.987 -0.890 -0.040 0.3417
H 1.181 1.021 0.775 0.2137
H -2.622 -1.315 -0.025 0.0657
H 1.623 0.404 -0.919 0.2202
```


ii:
Density functional theory data (wB97M-V/def2-TZVPD) for a single CH3O4P molecule.

Computed properties:
net charge = 0
LUMO energy = 0.552 eV

```
9
Properties=species:S:1:pos:R:3:mulliken_charge:R:1
C 0.841 -0.516 -0.605 -0.8068
O -1.209 -1.481 1.114 -0.5998
O -0.592 1.835 0.457 -0.0379
O -0.046 0.937 1.429 -0.2057
O -1.471 0.902 -0.148 -0.2249
P -0.569 -0.325 0.495 0.9621
H 0.621 0.463 -1.184 0.2838
H 1.879 -0.402 -0.321 0.3637
H 0.546 -1.414 -1.236 0.2656
```


iii:
Density functional theory data (wB97M-V/def2-TZVPD) for 2 unconnected molecules or ions with the total composition CH3O4P.

Computed properties:
net charge = 0
LUMO energy = -0.552 eV

```
9
Properties=species:S:1:pos:R:3:mulliken_charge:R:1
O -2.029 -0.489 -0.046 -0.5233
C -1.005 -0.845 -0.555 0.3380
O -0.741 -0.802 -1.882 -0.4114
H -0.129 -1.107 0.040 0.3017
H -1.518 -0.534 -2.352 0.3084
O 0.477 0.928 -0.267 -0.1696
P 1.214 1.658 0.726 0.2683
O 1.799 0.464 1.734 -0.4343
H 1.932 0.727 2.601 0.3224
```


Tell me which of them is the most stable. Sure, it is iii.